Record 1
15
Properties=species:S:1:pos:R:3:mulliken_charge:R:1 method="wB97M-V/def2-TZVPD" homo_energy_ev=-9.3 e_above_lowest_kcal_mol=96.4 orbital_gap_ev=10.2
N -1.8352 -0.1431 -0.2936 -0.697
C -0.6507 -0.4668 0.4971 0.469
C 0.4726 -1.0215 -0.4035 -0.736
C 1.3511 0.1893 -0.7522 -0.453
O 1.4980 0.8359 0.5100 -0.523
C -0.1258 0.8446 1.0236 0.102
N -0.3257 2.0019 1.3060 -0.726
H -2.3623 -0.9894 -0.4838 0.240
H -2.4408 0.4845 0.2274 0.255
H -0.8432 -1.1416 1.3447 0.269
H 0.0564 -1.5115 -1.2906 0.355
H 1.0728 -1.7457 0.1572 0.302
H 0.8371 0.8430 -1.4689 0.283
H 2.3298 -0.0966 -1.1471 0.366
H 0.9660 1.9171 0.7738 0.495



Record 2
50
Properties=species:S:1:pos:R:3:mulliken_charge:R:1 method="wB97M-V/def2-TZVPD" homo_energy_ev=-4.1 total_charge=-1 orbital_gap_ev=3.9
Cl 3.0551 -2.4085 4.2108 -0.302
B 2.2179 -0.7753 4.0128 0.679
Cl 2.0091 0.0880 5.7013 -0.332
Cl 3.1143 0.4145 2.8745 -0.259
O 0.8536 -1.0025 3.4926 -0.408
C -0.0720 -0.1340 3.3016 -0.151
C -1.3980 -0.4312 3.7610 0.441
C -2.3317 0.5967 4.0276 -0.378
C -3.6503 0.2760 4.3408 -0.507
C -4.0480 -1.0701 4.4277 -0.304
C -3.0852 -2.0888 4.3145 -0.542
C -1.7656 -1.7804 4.0166 -0.303
H 0.1775 0.8312 2.8492 0.435
H -1.9604 1.6191 3.9442 0.399
H -4.3617 1.0871 4.5274 0.361
H -5.0976 -1.3072 4.6228 0.375
H -3.3791 -3.1311 4.4653 0.362
H -1.0044 -2.5567 3.9232 0.459
C -1.4947 -0.3199 -3.2156 -1.316
C -1.2122 -1.8164 -3.2487 1.543
C -2.3715 -2.5320 -3.9378 -1.721
O -0.0321 -2.1322 -4.0223 -0.390
C 1.1287 -1.5956 -3.5042 0.478
O 2.0785 -1.3851 -4.2360 -0.742
C 1.1198 -1.3132 -2.0858 0.320
C 2.2760 -0.6347 -1.4762 -1.496
C 2.2155 0.8910 -1.4833 -0.210
C 1.7759 1.5875 -0.3452 0.421
C 1.7309 2.9745 -0.3316 -0.449
C 2.1194 3.6865 -1.4832 -0.078
N 1.7886 5.0733 -1.5731 0.939
O 2.0464 5.6963 -2.6282 -0.613
O 1.2308 5.6083 -0.5851 -0.613
C 2.6691 3.0056 -2.5914 -0.546
C 2.6877 1.6158 -2.5918 -0.231
C 0.0566 -1.8318 -1.2616 0.435
O 0.0908 -1.7962 -0.0458 -0.703
O -1.0439 -2.3482 -1.9225 -0.391
H -0.6493 0.2177 -2.7699 0.247
H -1.6604 0.0555 -4.2324 0.375
H -2.3969 -0.1195 -2.6259 0.356
H -2.1553 -3.5908 -4.0694 0.386
H -3.2824 -2.4145 -3.3483 0.384
H -2.5164 -2.0785 -4.9213 0.374
H 2.2985 -0.9840 -0.4362 0.335
H 3.1514 -0.9436 -2.0673 0.502
H 1.5350 1.0297 0.5590 0.077
H 1.3905 3.5219 0.5448 0.419
H 3.0483 3.5759 -3.4365 0.424
H 3.1030 1.0697 -3.4412 0.461



Record 3
91
Properties=species:S:1:pos:R:3:lowdin_spin:R:1 method="wB97M-V/def2-TZVPD" homo_energy_ev="-7.9 / -7.9" e_above_lowest_kcal_mol=36.1 s_squared=2.003 orbital_gap_ev="8.3 / 8.3" spin_multiplicity=3
Ni 11.5801 -6.2354 12.9574 1.841
C 12.4544 -6.8345 15.9530 0.006
O 13.7189 -6.3622 15.5510 0.001
O 11.5788 -6.8080 14.9448 0.033
C 12.5849 -8.2278 16.6492 0.001
F 11.5639 -9.0430 16.3613 0.000
F 13.7411 -8.8449 16.3160 0.000
F 12.6305 -8.1197 17.9992 0.001
C 14.6336 -5.9975 16.5719 0.000
C 16.0202 -6.2823 15.9628 0.000
H 16.1683 -5.5100 15.2087 0.000
H 16.8546 -6.1522 16.6614 0.000
H 16.0684 -7.3328 15.6882 0.000
H 14.5916 -6.4889 17.5457 0.000
H 14.5377 -4.9134 16.6871 0.000
H 12.0619 -6.1852 16.7559 0.000
C 13.3521 -3.4057 12.5579 0.006
O 12.7077 -2.3492 13.2210 0.000
O 12.6747 -4.5405 12.6608 0.023
C 13.7061 -3.0456 11.1011 0.001
F 14.0426 -1.7289 11.0164 0.001
F 14.7723 -3.7518 10.6595 0.000
F 12.7023 -3.2617 10.2153 0.000
C 12.4938 -2.5323 14.5827 0.000
C 11.9584 -1.2380 15.1683 0.000
H 11.1234 -0.8426 14.5706 0.000
H 11.4087 -1.4060 16.0997 0.000
H 12.6829 -0.4326 15.2720 0.000
H 13.4120 -2.7200 15.1527 0.000
H 11.7579 -3.2981 14.8444 0.000
H 14.4005 -3.4884 12.9208 0.000
C 16.9021 -8.1915 12.9234 0.000
C 16.1112 -9.3533 13.5388 0.000
C 14.9001 -9.6114 12.6365 0.002
S 14.4000 -8.0639 11.8436 0.003
O 13.2807 -7.5546 12.6124 0.019
O 14.3424 -8.2386 10.4168 0.000
C 15.9177 -7.1587 12.3735 0.000
H 17.3486 -8.6374 12.0268 0.000
H 17.7105 -7.7452 13.4954 0.000
H 15.8944 -9.3055 14.6075 0.000
H 16.8480 -10.1642 13.5681 0.000
H 14.0607 -10.1518 13.0707 0.000
H 15.2464 -10.2977 11.8585 0.000
H 15.5653 -6.4942 13.1630 0.000
H 16.2600 -6.6319 11.4854 0.000
C 10.5519 -4.9876 8.0670 0.000
C 11.7498 -5.5769 7.3073 0.000
C 12.5658 -6.3981 8.3358 0.001
S 11.3546 -6.9940 9.5355 0.003
O 11.6226 -6.2906 10.7935 0.015
O 11.2297 -8.4405 9.5115 0.000
C 9.9019 -6.1238 8.9080 0.000
H 9.8461 -4.4643 7.4280 0.000
H 10.9668 -4.2723 8.7821 0.000
H 12.4683 -4.7940 7.0645 0.000
H 11.4276 -6.0837 6.4005 0.000
H 13.2448 -5.7421 8.8760 0.000
H 13.1224 -7.2695 7.9990 0.000
H 9.2087 -5.9556 9.7240 0.000
H 9.5407 -6.8934 8.2154 0.000
C 8.7516 -1.2117 12.3272 0.000
C 8.1848 -1.6916 13.6933 0.000
C 8.0187 -3.2190 13.7972 0.000
S 8.9242 -3.8483 12.3261 0.002
O 7.9504 -4.2143 11.3343 0.002
O 9.8995 -4.8750 12.6822 0.014
C 9.7551 -2.2800 11.8580 0.000
H 9.1322 -0.1945 12.3078 0.000
H 7.9427 -1.2220 11.5883 0.000
H 7.3756 -1.0066 13.9345 0.000
H 9.0033 -1.4595 14.3799 0.000
H 7.0260 -3.6490 13.7419 0.000
H 8.6706 -3.5698 14.5931 0.000
H 10.1153 -2.3136 10.8358 0.000
H 10.6027 -2.3223 12.5517 0.000
C 8.0746 -10.7801 12.8133 0.001
C 8.0369 -9.9869 14.1161 0.000
C 9.4038 -9.4251 14.4848 0.000
S 10.3993 -9.3995 12.9358 0.003
O 11.4707 -10.3541 12.9800 0.000
O 10.6487 -8.0339 12.5085 0.017
C 9.0129 -9.9750 11.9145 0.002
H 7.1017 -10.8232 12.3266 0.000
H 8.4049 -11.8059 12.9770 0.000
H 7.6816 -10.6090 14.9381 0.000
H 7.3607 -9.1317 14.0397 0.000
H 9.9014 -10.0132 15.2594 0.000
H 9.5056 -8.4408 14.9485 0.000
H 9.2675 -10.3488 10.9244 0.000
H 8.5122 -9.0316 11.6707 0.000



Record 4
51
Properties=species:S:1:pos:R:3:mulliken_charge:R:1 method="wB97M-V/def2-TZVPD" homo_energy_ev=-8.8 smiles="CC[C@H]1CCCCN1C(=O)CSc1nnc(CNC(=O)c2c(F)cccc2Cl)o1" orbital_gap_ev=9.3
C 1.2709 0.5374 -0.7282 -1.208
C 2.7922 0.5338 -0.6472 -0.675
C 3.3083 -0.5661 0.2891 -0.301
C 4.8347 -0.7031 0.2772 -1.168
C 5.5172 0.4610 0.9884 -0.616
C 4.9701 0.5725 2.4067 -0.775
C 3.4490 0.7358 2.3696 -0.700
N 2.8422 -0.3672 1.6586 0.258
C 1.9134 -1.2089 2.1439 0.977
O 1.4837 -2.1596 1.5220 -0.671
C 1.3971 -0.9141 3.5583 -0.967
S -0.0409 -1.9774 3.8757 -0.242
C -1.0510 -1.2910 2.6696 0.535
N -0.8495 -0.1948 2.0029 -0.132
N -1.9197 -0.0434 1.1933 -0.507
C -2.7117 -1.0390 1.4064 0.571
C -4.0327 -1.2782 0.7729 -0.799
N -4.2146 -0.3943 -0.3511 -0.182
C -4.5454 -0.8789 -1.5722 0.314
O -4.8672 -2.0250 -1.7761 -0.612
C -4.5029 0.1651 -2.6568 -0.136
C -5.6651 0.5720 -3.3017 0.551
F -6.8456 0.0971 -2.8760 -0.287
C -5.6495 1.4773 -4.3476 -0.716
C -4.4337 1.9845 -4.7719 -0.305
C -3.2564 1.6006 -4.1540 -0.669
C -3.2953 0.6975 -3.1023 0.474
Cl -1.8248 0.2104 -2.3354 -0.020
O -2.2219 -1.8805 2.3491 -0.347
H 0.9123 -0.4224 -1.0925 0.287
H 0.8211 0.7114 0.2465 0.204
H 0.9296 1.3146 -1.4080 0.533
H 3.2075 0.3471 -1.6396 0.393
H 3.1436 1.5141 -0.3229 0.335
H 2.8675 -1.5135 -0.0382 0.542
H 5.1780 -0.7726 -0.7554 0.367
H 5.1036 -1.6329 0.7837 0.373
H 5.3346 1.3913 0.4484 0.318
H 6.5958 0.2974 1.0142 0.375
H 5.4104 1.4257 2.9246 0.400
H 5.2200 -0.3325 2.9648 0.290
H 3.0651 0.7893 3.3860 0.567
H 3.1954 1.6731 1.8623 0.176
H 1.0645 0.1169 3.6629 0.384
H 2.1363 -1.1682 4.3172 0.518
H -4.8239 -1.1265 1.5210 0.289
H -4.1046 -2.3095 0.4083 0.363
H -3.8191 0.5293 -0.2592 0.373
H -6.5777 1.7660 -4.8135 0.454
H -4.4032 2.6853 -5.5914 0.379
H -2.3078 1.9930 -4.4823 0.435



Record 5
34
Properties=species:S:1:pos:R:3:mulliken_charge:R:1 method="wB97M-V/def2-TZVPD" homo_energy_ev="-6.9 / -6.9" orbital_gap_ev="5.4 / 5.4"
C 3.9712 -0.6849 -0.7313 -0.678
C 3.2980 -1.8935 -0.3503 -0.697
C 2.6032 -1.6614 0.8866 -0.368
C 2.7970 -0.3019 1.2553 -0.580
C 3.6340 0.3197 0.2682 -0.252
Hf 1.7342 -0.0706 -1.3133 0.741
N 2.1460 1.8782 -1.2500 -0.492
C 1.3655 -1.4469 -3.1235 -0.662
C 1.1802 -2.5898 -2.3712 -0.346
H 2.1531 -2.4379 1.5061 0.393
H 3.4105 -2.8644 -0.8332 0.732
H 2.4526 0.1517 2.1834 0.386
H 4.1145 1.2926 0.3624 0.406
H 4.7095 -0.5796 -1.5285 0.474
H 1.9893 -3.3148 -2.2634 0.236
H 0.5045 -0.9253 -3.6056 0.402
H 2.2418 2.8980 -1.3780 0.075
H 0.1815 -2.9828 -2.1683 0.258
H 2.3181 -1.2458 -3.6602 0.360
C -4.2449 -0.2717 0.8022 -0.938
Si -2.9019 0.9992 1.1276 -0.005
C -3.3248 2.6086 0.2813 -0.932
C -2.7886 1.2743 2.9681 -0.916
C -1.2301 0.5004 0.4661 -0.022
C -0.1879 0.1207 -0.1199 -0.184
H -5.2043 0.0868 1.2002 0.278
H -4.0361 -1.2346 1.2859 0.302
H -4.3934 -0.4733 -0.2660 0.296
H -4.2846 3.0055 0.6294 0.291
H -2.5438 3.3470 0.4956 0.285
H -3.3731 2.4867 -0.8064 0.293
H -2.5104 0.3550 3.4967 0.299
H -2.0296 2.0338 3.1891 0.284
H -3.7512 1.6210 3.3649 0.280